Below is C5H14N4 as an isolated structure in a non-equilibrium geometry, with properties calculated with ωB97M-V with the def2-TZVPD basis set.

**Kohn-Sham gap (spin up / spin down)**: 8.0999 / 8.4369 eV
**LUMO energy (spin up / spin down)**: 0.3 / -0.1 eV
**Highest occupied orbital energy (spin up / spin down)**: -0.28525 / -0.31463 hartree

CARTESIAN COORDINATES (ANGSTROEM)
C: -1.39630 -1.53933 -0.44470
C: 0.58038 -0.50704 -1.79895
C: -0.16615 -0.74854 0.00019
C: 0.89059 -1.35994 0.65466
H: -2.00779 -0.96176 -1.13739
H: -1.98314 -1.79072 0.44002
H: -1.10054 -2.47411 -0.92173
H: 0.80608 -1.56849 -1.86026
H: 1.48783 0.08256 -1.75035
H: -0.08629 -0.21362 -2.59609
H: 1.28227 -0.98369 1.58983
H: 1.44622 -2.16517 0.19030
N: 0.47390 1.42015 1.26445
C: -0.51243 0.73720 0.41464
N: 1.72832 1.63731 0.64257
N: -1.73730 0.78795 1.21189
N: -0.57732 1.26185 -0.89422
H: 0.53662 0.96009 2.16692
H: 2.38283 0.87192 0.78072
H: 2.12350 2.49874 0.99363
H: -2.52031 0.46082 0.65894
H: -1.91490 1.76520 1.42202
H: 0.26393 1.82862 -1.02710

Force components x, y, z for each atom (eV/Å):
0.14 -0.05 0.36
-0.07 -0.91 1.37
-0.51 1.37 -2.35
0.96 -0.63 0.69
0.05 0.02 0.02
-0.09 -0.04 -0.02
0.01 0.02 -0.01
0.17 -0.02 -0.24
0.01 0.03 0.03
-0.18 0.06 0.11
0.04 0.04 -0.01
-0.13 -0.12 0.08
-0.03 0.01 -0.17
0.20 -0.81 0.37
-0.12 -0.10 0.01
0.22 0.09 -0.26
-0.65 1.16 0.07
0.00 0.00 -0.09
-0.07 0.05 0.03
-0.03 -0.06 0.01
0.03 -0.04 -0.01
0.00 -0.03 0.01
0.04 -0.05 -0.01

=====

Below is a 5-piece molecular cluster, C35H66Cl2FN2O8PS overall in a non-equilibrium geometry, with properties calculated with ωB97M-V with the def2-TZVPD basis set.

**Kohn-Sham gap**: 7.4718 eV
**LUMO energy**: 0.4 eV
**Highest occupied orbital energy**: -0.26127 hartree
**SMILES**: CCCN[C@]1(P(CC)CC)C(=O)N[C@@](OC[C@H](C)C(C)C)(S(C)(=O)=O)[C@@]1(/C(Cl)=C(/C)Cl)[C@@H](C)F.CC(C)=O.CC(C)=O.CC(C)=O.CC(C)=O

CARTESIAN COORDINATES (ANGSTROEM)
C: 0.12806 -3.50755 2.90632
C: -1.07625 -2.64072 2.50011
C: -0.84290 -1.18110 2.91318
N: -0.39917 -0.42423 1.74097
C: 0.31276 0.83420 2.02146
P: 2.13442 0.32580 2.18537
C: 2.60941 -0.28677 3.84276
C: 4.12170 -0.56578 3.92385
C: 3.51626 1.31980 1.50677
C: 4.58350 0.45999 0.78268
C: -0.04020 1.50100 3.37872
O: 0.20939 1.12781 4.49795
N: -0.79556 2.66422 3.14460
C: -1.41903 2.48384 1.85186
O: -2.42094 1.52707 2.06192
C: -3.25989 1.71385 3.21353
C: -4.72035 1.35409 2.85431
C: -5.59191 2.55654 3.25962
C: -5.28360 0.12349 3.58483
C: -4.32904 -1.06251 3.68753
C: -6.50788 -0.37635 2.78630
S: -2.37363 4.01037 1.31800
C: -1.71438 4.70807 -0.19298
O: -2.25043 4.95928 2.40002
O: -3.73344 3.65395 1.00379
C: -0.19368 1.94265 0.98642
C: -0.67116 1.32385 -0.33422
Cl: -2.35599 1.42266 -0.75943
C: 0.06906 0.66555 -1.25764
C: -0.44036 0.06916 -2.54055
Cl: 1.76049 0.36218 -1.01061
C: 0.84722 3.09966 0.89496
C: 1.45968 3.44436 -0.44510
F: 0.28389 4.31249 1.37087
H: 1.02450 -3.08466 2.44392
H: 0.26614 -3.38319 3.97786
H: 0.00663 -4.54692 2.64307
H: -1.94457 -3.02069 3.03898
H: -1.24478 -2.70477 1.42685
H: -0.12827 -1.18890 3.73741
H: -1.76017 -0.73124 3.27364
H: 0.28883 -0.98228 1.24217
H: 2.38410 0.38518 4.67147
H: 2.10366 -1.21734 4.08492
H: 4.67825 0.35892 3.78639
H: 4.33605 -0.87763 4.94378
H: 4.44726 -1.32547 3.22113
H: 4.03464 1.84724 2.31254
H: 3.23537 2.11197 0.82349
H: 4.59366 0.65913 -0.28155
H: 5.56729 0.59085 1.21522
H: 4.31160 -0.58817 0.91430
H: -0.45498 3.58033 3.39621
H: -2.88343 1.09227 4.02546
H: -3.26349 2.73302 3.58960
H: -4.77331 1.23972 1.77276
H: -5.39576 2.76059 4.31536
H: -5.32662 3.45302 2.70871
H: -6.65360 2.34518 3.16685
H: -5.63663 0.40208 4.57950
H: -4.88405 -1.96975 3.92521
H: -3.89573 -1.23593 2.70001
H: -3.52584 -0.93334 4.40781
H: -6.11799 -0.96787 1.95414
H: -7.13091 -1.04309 3.37745
H: -7.07214 0.43490 2.33756
H: -1.27316 5.66069 0.08019
H: -0.99895 4.06044 -0.67996
H: -2.55342 4.88034 -0.85737
H: 0.39124 -0.23722 -3.16505
H: -1.04090 0.77353 -3.10324
H: -1.02473 -0.81635 -2.29657
H: 1.60524 2.90221 1.64678
H: 2.42299 2.97236 -0.60531
H: 0.83723 3.19044 -1.29780
H: 1.63778 4.51699 -0.47902
C: -1.98434 -0.03884 -7.44927
C: -1.17695 -0.48514 -6.25632
O: -1.70261 -0.78223 -5.20902
C: 0.32302 -0.54665 -6.43018
H: -3.04015 -0.04098 -7.18864
H: -1.69104 0.96949 -7.74472
H: -1.81862 -0.71846 -8.28695
H: 0.71187 0.44079 -6.68330
H: 0.57454 -1.24671 -7.22832
H: 0.78073 -0.88356 -5.50269
C: 2.52517 -1.83258 -9.97281
C: 1.11132 -2.11712 -10.42058
O: 0.24845 -1.27309 -10.36378
C: 0.82741 -3.50485 -10.94180
H: 2.59484 -0.80531 -9.62255
H: 2.80399 -2.50678 -9.16126
H: 3.21657 -1.97346 -10.80469
H: 1.03814 -4.24539 -10.16872
H: 1.45132 -3.71241 -11.81230
H: -0.21887 -3.57735 -11.22844
C: 5.92109 4.31996 -1.23278
C: 6.75742 3.08040 -1.44770
O: 6.62288 2.10156 -0.75310
C: 7.76585 3.12418 -2.57031
H: 5.24030 4.15766 -0.39965
H: 6.56406 5.17161 -1.00616
H: 5.34154 4.54107 -2.13063
H: 8.48357 3.92743 -2.39732
H: 7.26034 3.29777 -3.52153
H: 8.29671 2.17649 -2.61693
C: -1.82242 -6.64363 5.93443
C: -1.05598 -6.75165 4.63807
O: -0.08132 -6.07224 4.42108
C: -1.56778 -7.74683 3.62399
H: -1.35403 -5.89655 6.57068
H: -2.85384 -6.34770 5.73639
H: -1.82096 -7.60456 6.45116
H: -2.58907 -7.49454 3.33429
H: -1.55610 -8.75222 4.04745
H: -0.93210 -7.72517 2.74192

Force components x, y, z for each atom (eV/Å):
-0.14 1.14 -0.29
0.39 -0.15 0.62
-0.24 -0.51 -0.42
0.64 0.47 0.40
-0.51 0.34 0.73
0.34 -2.24 -1.71
0.55 0.76 1.08
-0.37 0.37 0.10
1.07 1.04 0.53
-0.88 -0.75 0.46
-0.79 0.51 0.30
0.35 -0.10 -0.35
0.24 0.21 -0.46
-0.01 -0.59 0.88
0.53 -0.03 -0.63
-0.70 -0.18 0.08
0.05 0.65 0.76
0.25 -0.09 0.23
-0.47 -0.56 -0.70
-0.08 0.05 -0.29
0.66 -0.14 -0.17
-0.93 1.18 0.01
-0.04 0.27 -0.03
0.64 0.03 0.03
0.29 -0.62 -0.17
-1.09 -0.60 -0.14
1.07 -0.54 -0.83
0.12 0.16 -0.03
-0.48 0.50 0.45
0.25 0.02 0.42
-0.06 0.03 0.05
0.08 0.39 0.04
0.27 0.19 -0.32
0.06 -0.05 0.05
0.13 -0.23 -0.15
0.03 -0.42 0.15
0.12 -0.17 0.02
-0.24 -0.01 -0.22
-0.27 0.02 -0.08
0.09 0.19 0.07
-0.03 0.13 0.04
-0.06 -0.19 -0.05
-0.16 0.14 -0.11
-0.38 -0.01 -0.38
0.20 -0.06 -0.23
0.06 -0.27 0.00
0.15 -0.04 -0.07
-0.13 0.12 0.12
-0.38 -0.13 0.13
0.20 0.11 -0.09
0.15 0.21 -0.14
0.11 -0.13 -0.12
-0.16 0.00 0.32
0.11 -0.06 0.03
0.37 0.18 -0.23
0.05 -0.28 -0.07
-0.11 0.05 0.10
-0.10 -0.01 -0.16
-0.11 0.06 -0.12
0.18 0.20 0.12
-0.01 -0.04 0.24
0.19 0.00 -0.01
0.01 -0.01 0.10
-0.08 -0.04 -0.12
-0.23 0.12 0.06
-0.31 0.04 0.21
0.21 -0.05 0.00
0.02 -0.05 0.00
-0.23 -0.18 0.07
0.07 -0.04 0.00
-0.27 -0.01 0.03
-0.24 0.00 -0.21
0.14 -0.08 -0.12
-0.04 -0.13 0.01
-0.12 -0.09 0.01
-0.04 0.11 0.16
-0.17 -0.08 0.16
-0.04 0.02 -0.05
0.02 -0.03 0.01
-0.03 -0.09 0.23
0.00 0.00 0.02
0.09 -0.06 -0.13
0.12 0.13 -0.09
0.01 -0.04 -0.16
0.02 0.13 -0.12
0.00 -0.01 0.00
-0.11 0.20 0.05
0.04 -0.04 -0.02
-0.06 0.04 0.08
-0.20 0.10 -0.02
-0.01 0.00 -0.01
0.08 -0.08 -0.09
0.04 -0.12 0.05
0.12 -0.03 -0.06
0.09 -0.08 0.07
0.00 0.01 0.00
-0.08 -0.14 0.15
0.01 0.03 -0.03
0.08 0.08 -0.03
0.03 -0.20 0.08
0.01 -0.01 0.01
-0.01 0.05 -0.12
0.08 0.10 -0.04
-0.06 0.08 -0.09
0.04 0.13 0.00
-0.01 -0.01 0.01
0.15 0.15 0.03
-0.02 -0.01 0.02
0.01 -0.18 0.12
0.17 0.09 -0.11
0.01 0.00 -0.01
-0.04 -0.12 0.02
-0.13 -0.03 -0.04
-0.05 -0.09 0.08
-0.13 0.00 0.02
0.01 0.01 0.01

=====

> Which formula does entry 1 have?

C5H14N4